1.
DFT (the ωB97M-V functional and the def2-TZVPD basis) results for an isolated molecule of C5H7P at a distorted geometry.

The geometry in XYZ format:
```
13
Properties=species:S:1:pos:R:3:forces:R:3:nbo_charge:R:1
C -1.61972 1.49311 -0.01387 3.3337 -0.7992 -0.0284 -0.692
C 1.82038 0.51629 0.03487 -2.6208 0.9993 -0.0935 -0.503
C -0.11765 -1.01805 0.00793 -0.0659 -0.3477 0.0106 -0.581
C 0.47119 0.35788 0.02199 -0.4583 0.1962 -0.0014 0.102
C -1.60052 -1.15874 -0.00141 -0.2938 0.5503 0.0128 -0.543
P -2.70677 0.09092 0.01573 0.0222 -0.7878 -0.0473 0.659
H -1.58406 2.10865 0.87110 0.0100 0.2295 0.0881 0.221
H 2.29215 1.48265 0.06703 0.0722 0.2134 -0.0106 0.211
H 2.47039 -0.34279 -0.02057 0.0172 -0.2838 0.0672 0.203
H 0.25669 -1.56057 -0.87140 0.0827 0.0044 0.1129 0.238
H 0.23436 -1.56412 0.89461 0.0997 -0.0133 -0.1389 0.235
H -1.52044 2.03146 -0.94827 -0.0553 0.1365 0.0248 0.225
H -1.97320 -2.17422 0.00284 -0.1437 -0.0976 0.0038 0.225
```
Positions in Å, forces in eV/Å.

Summary:
**LUMO level**: 0.12 eV
**E_HOMO**: -0.3270 hartree
**E**: -14582.52215 eV

2.
DFT (the ωB97M-V functional and the def2-TZVPD basis) results for a structure of composition C9H27Li2O9 at a distorted geometry.

The geometry in XYZ format:
```
47
Properties=species:S:1:pos:R:3:forces:R:3:nbo_charge:R:1
Li -3.07205 -0.20309 -0.72255 0.9726 -0.3936 -0.6985 0.970
Li -2.58891 -2.50487 -3.16622 0.8720 0.6934 1.0816 0.980
C -0.67931 -1.04163 -0.96903 -0.1103 0.4037 0.8238 -0.247
O -1.80838 -1.43789 -1.69104 -1.6765 -0.0635 -0.6685 -1.166
H -0.49614 -1.69484 -0.10813 0.2782 -0.3105 -0.2431 0.157
H 0.24117 -0.87927 -1.53469 -0.0893 -0.3397 -0.2646 0.196
H -0.81022 -0.05589 -0.46493 -0.2218 0.1903 -0.1544 0.098
C -0.64745 -4.24238 1.58146 0.0958 -0.8353 0.4714 -0.090
C 0.77469 -4.15058 1.07005 0.1298 0.8107 -1.2059 -0.092
O 1.60606 -3.26172 1.79719 -0.2379 -0.3548 0.2689 -0.722
O -0.73476 -5.02460 2.78488 -0.1468 0.7173 -0.3472 -0.709
H -1.28606 -4.73936 0.84500 0.1196 0.0159 -0.1140 0.171
H -1.06475 -3.24404 1.75358 0.0972 0.0900 -0.0686 0.145
H 0.74762 -3.78753 0.02822 -0.3137 0.0147 -0.0122 0.146
H 1.26026 -5.11708 0.94829 -0.0401 -0.1335 0.7028 0.202
H 1.29937 -2.36079 1.62418 0.1810 0.0329 0.1266 0.477
H -0.84372 -4.38868 3.49720 0.1454 -0.3010 0.2227 0.468
C 0.92767 2.44867 0.02392 -0.5899 -0.5033 -1.0508 -0.060
C 1.07180 3.88931 -0.42985 0.7343 0.2188 1.7657 -0.081
O -0.07131 4.26718 -1.15532 0.0328 -0.0378 -0.1741 -0.722
O 2.02948 2.04330 0.77802 0.2810 -0.0203 0.1203 -0.732
H 0.78902 1.84717 -0.88905 0.3313 -0.1677 -0.1037 0.140
H -0.01664 2.29184 0.56093 -0.0940 0.4469 0.3022 0.130
H 2.03384 4.06222 -0.92387 -0.2282 -0.3544 -0.5588 0.175
H 1.19011 4.47704 0.49433 -0.3141 0.0972 -0.0652 0.161
H -0.09393 5.22818 -1.16668 -0.1335 -0.0307 -0.1415 0.482
H 1.89655 1.13245 1.09787 -0.0504 0.3121 -0.1271 0.496
C 0.57948 1.14854 3.89002 -0.5735 0.5796 0.3202 -0.107
C 0.12733 0.08481 2.90497 0.7148 0.7399 -0.4425 -0.096
O 1.29574 -0.33919 2.18731 -0.1456 -0.3117 -0.1080 -0.764
O 1.56962 0.70472 4.78826 0.1005 -0.3891 0.0469 -0.711
H -0.27624 1.64749 4.36281 -0.0905 -0.4657 0.3769 0.173
H 1.05384 1.97795 3.36529 0.1117 -0.2449 -0.4401 0.209
H -0.53561 0.59488 2.19937 0.0190 -0.1662 -0.1418 0.170
H -0.40409 -0.78821 3.29186 0.1005 0.0997 0.4374 0.172
H 2.02062 -0.35490 2.83644 -0.1206 -0.0861 -0.0866 0.504
H 1.24606 -0.01309 5.34579 -0.1165 0.1352 0.0089 0.474
C -0.36971 1.32463 -4.69077 0.2850 -1.1362 0.2065 -0.095
C -1.72280 1.13594 -4.03024 -0.2923 1.0988 -0.1748 -0.082
O -1.85562 1.92073 -2.85354 -0.3352 -0.0712 0.4778 -0.734
O 0.64507 0.77908 -3.84556 0.0153 0.4328 0.6008 -0.745
H -0.17182 2.38814 -4.82946 -0.0689 -0.0183 0.0473 0.202
H -0.33015 0.81901 -5.66111 -0.2272 0.1939 -0.0377 0.176
H -2.00281 0.11989 -3.75524 0.4291 -0.4597 -0.4135 0.134
H -2.46744 1.54958 -4.71721 -0.0994 -0.1854 0.0388 0.188
H -1.13485 1.73624 -2.23967 0.3278 0.0828 -0.2611 0.478
H 1.07938 0.01067 -4.21309 -0.0586 -0.0257 -0.3434 0.481
```
Positions in Å, forces in eV/Å.

Summary:
**Charge**: +1
**LUMO level**: -4.38 eV
**E_HOMO**: -0.4442 hartree
**E**: -28600.96870 eV

3.
DFT (the ωB97M-V functional and the def2-TZVPD basis) results for the ion C4ClF3NO2 with charge -1 at a distorted geometry.

The geometry in XYZ format:
```
11
Properties=species:S:1:pos:R:3:forces:R:3:nbo_charge:R:1
N -0.00626 -2.18279 1.35922 -0.0607 -0.9294 0.3819 -0.303
C 0.07924 -1.38573 0.54352 -0.1273 -1.3518 1.2656 0.248
C 0.18483 -0.26071 -0.23102 0.7261 0.5876 -3.9811 -0.212
Cl 0.66945 -0.90700 -2.13155 -0.3222 0.5853 2.2681 -0.182
C 1.26410 0.88648 0.26243 -1.6024 -2.3038 1.2993 0.810
O 1.57770 1.53935 -0.65028 2.3173 2.9615 -3.2935 -0.657
O 1.35754 0.85081 1.46109 0.4976 0.1189 2.2211 -0.697
C -1.11668 0.46017 -0.43971 -0.3583 -0.1009 -1.5573 0.948
F -1.82470 0.49275 0.66506 -0.7208 -0.1892 1.1789 -0.310
F -1.88808 -0.09979 -1.41208 -0.2531 -0.1357 0.4696 -0.339
F -0.94013 1.71144 -0.82120 -0.0962 0.7575 -0.2527 -0.305
```
Positions in Å, forces in eV/Å.

Summary:
**Charge**: -1
**LUMO level**: 3.09 eV
**SMILES**: N#C[C@](Cl)(C(=O)[O-])C(F)(F)F
**E_HOMO**: -0.2044 hartree
**E**: -30409.30017 eV

4.
DFT (the ωB97M-V functional and the def2-TZVPD basis) results for an isolated molecule of C11H22O3S at a distorted geometry.

The geometry in XYZ format:
```
37
Properties=species:S:1:pos:R:3:forces:R:3:nbo_charge:R:1
C -3.08566 -0.51879 0.67354 -0.3703 0.0676 0.8249 -0.649
C -2.74780 -2.10425 0.96672 0.6251 0.2766 0.8267 -0.407
C -1.19566 -2.53605 0.53772 -0.5484 1.3182 0.3569 -0.421
C -0.92716 -2.50333 -1.07909 0.7999 -0.5440 -0.6708 -0.422
C 0.42106 -1.62719 -1.51647 0.5451 -0.4102 0.9231 -0.410
C 0.34724 -0.04661 -1.08786 -0.1138 0.3650 -0.6996 -0.289
C -0.13196 0.95729 -2.33712 0.6416 -2.0267 0.3972 -0.101
O -0.97525 1.99348 -1.69803 1.2043 -0.2249 0.3902 -0.691
S -0.06275 2.99754 -0.65740 -3.0392 3.9298 0.9201 1.642
O -1.06603 4.15684 -0.28090 3.5252 -4.8594 -1.2445 -0.854
O 0.28674 2.25478 0.83653 -0.1290 -0.7869 -1.3032 -0.708
C 1.55756 1.51456 0.81411 2.6203 -0.9366 0.6649 0.277
C 1.73944 0.46354 2.09370 0.2166 0.0354 -0.2688 -0.644
C 2.78781 2.62266 0.98754 -0.2038 0.0041 -0.3262 -0.667
C 1.77164 0.58370 -0.54402 0.3712 0.4139 0.3231 -0.470
H -3.28180 -0.26829 -0.45349 0.6159 -0.4844 2.1400 0.218
H -4.07075 -0.20999 1.27245 2.0822 -0.7757 -1.3734 0.224
H -2.22709 0.16922 1.13686 -1.7758 -1.4975 -1.2269 0.215
H -2.77226 -2.22392 2.15438 -0.1176 0.1304 -2.5760 0.206
H -3.55454 -2.82636 0.50504 1.6558 1.4739 0.8258 0.210
H -0.94592 -3.55283 1.06359 -0.3963 1.8432 -1.3440 0.222
H -0.50377 -1.70724 1.04265 -1.3935 -1.8176 -1.0113 0.195
H -0.69668 -3.61762 -1.43542 -0.6718 2.4185 0.6301 0.219
H -1.84125 -2.10149 -1.70256 1.6329 -0.8153 1.4519 0.212
H 0.67327 -1.75510 -2.65731 -0.6313 0.2460 2.1617 0.216
H 1.32139 -2.12242 -0.91456 -1.8030 1.0647 -1.3120 0.207
H -0.52718 0.04414 -0.28623 2.1098 -0.0486 -1.6080 0.255
H -0.72300 0.28406 -3.11710 0.6285 1.9381 1.7834 0.219
H 0.79108 1.39862 -2.93043 -1.8792 -0.6517 1.4007 0.193
H 2.87473 0.09948 2.04889 -2.4800 0.9169 0.0979 0.221
H 1.08734 -0.50452 1.99010 1.0544 1.9837 0.1407 0.219
H 1.55475 0.96211 3.13606 0.2482 -0.8541 -2.0801 0.232
H 3.82593 2.08472 0.79277 -2.1948 1.1941 0.3666 0.220
H 2.63859 3.52280 0.22411 0.4071 -2.0281 1.5337 0.224
H 2.79385 3.09013 2.07173 -0.1235 -1.1022 -2.1906 0.232
H 2.57495 -0.26705 -0.30741 -1.8858 1.8544 -0.3641 0.236
H 2.28912 1.29336 -1.34306 -1.2270 -1.6108 1.4399 0.221
```
Positions in Å, forces in eV/Å.

Summary:
**LUMO level**: 0.62 eV
**E_HOMO**: -0.3582 hartree
**E**: -28735.12816 eV

5.
DFT (the ωB97M-V functional and the def2-TZVPD basis) results for a cluster of 8 separate species, H16O8 in total at a distorted geometry.

The geometry in XYZ format:
```
24
Properties=species:S:1:pos:R:3:forces:R:3:nbo_charge:R:1
O -0.24212 -0.30277 0.09247 -0.7665 0.1566 -0.2296 -0.973
H -0.09399 -0.02641 1.00389 0.4252 -0.1009 -0.2474 0.485
H 0.40555 0.20075 -0.41347 0.0772 -0.1131 0.1018 0.488
O -3.36146 -1.87029 -0.06209 -0.0305 -0.1000 -1.1541 -0.946
H -3.48193 -1.10404 -0.63422 -0.0024 -0.1359 0.0104 0.456
H -2.62194 -1.62528 0.50542 -0.5144 -0.0378 -0.2029 0.479
O 2.17399 -1.33055 -4.15525 -0.0405 0.2595 0.0014 -0.939
H 2.52485 -0.49683 -3.82238 0.0186 -0.1152 -0.0574 0.462
H 1.27844 -1.36634 -3.80070 0.0464 -0.2055 0.1301 0.477
O -2.69801 -1.28320 2.22268 0.6311 0.3843 1.1258 -0.932
H -1.74734 -1.12734 2.25316 0.0309 -0.0754 0.2192 0.461
H -3.04611 -0.75195 2.94765 -0.1004 -0.0531 -0.0688 0.483
O 2.44556 3.39740 0.31500 0.7685 0.1725 -0.1528 -0.945
H 2.34054 4.35529 0.29485 0.2383 -0.1447 -0.0184 0.451
H 1.92542 3.12044 1.07772 -0.0492 -0.0534 -0.2131 0.486
O -0.02367 -2.57516 -1.60110 0.0103 -0.0566 -0.3319 -0.966
H -0.91232 -2.50297 -1.96727 -0.0015 -0.1086 0.1555 0.470
H -0.06464 -2.06569 -0.78394 -0.0593 0.1692 0.0389 0.488
O 1.70335 0.05224 1.80988 0.0788 0.1253 0.6247 -0.951
H 1.45790 0.44746 2.65401 0.2076 0.1135 0.0468 0.473
H 2.22260 -0.72175 2.05547 0.0129 -0.0232 -0.1414 0.487
O 0.01610 3.45844 1.07313 -0.8809 0.1015 0.2893 -0.948
H -0.49236 2.98276 0.40664 0.0395 -0.0388 0.0405 0.482
H 0.19541 4.31319 0.66541 -0.1398 -0.1203 0.0335 0.473
```
Positions in Å, forces in eV/Å.

Summary:
**LUMO level**: -0.28 eV
**SMILES**: O.O.O.O.O.O.O.O
**E_HOMO**: -0.3862 hartree
**E**: -16638.92295 eV

6.
DFT (the ωB97M-V functional and the def2-TZVPD basis) results for a structure of composition C19H13FN3O4Ru.

The geometry in XYZ format:
```
41
Properties=species:S:1:pos:R:3:forces:R:3:nbo_charge:R:1
Ru -0.62156 -0.33184 0.08760 0.4252 -0.0263 0.1656 1.334
O 1.10548 -0.00230 -0.70553 -0.1101 0.0223 -0.0512 -0.558
C 2.18791 -0.04967 -0.00557 -0.0167 -0.1193 -0.0567 0.378
C 2.38622 -0.53425 1.27948 -0.1342 -0.0384 0.0336 -0.239
C 3.68935 -0.38114 1.84097 0.0251 0.0009 -0.0568 -0.094
C 3.94260 -0.88488 3.06573 -0.0506 -0.0405 0.0370 -0.028
C 2.95551 -1.58246 3.80705 0.0952 0.0517 0.0037 -0.077
C 1.71192 -1.77037 3.29319 -0.1079 -0.0074 -0.0723 -0.283
C 1.36622 -1.24189 2.01894 0.1871 -0.1113 -0.1155 0.458
O 0.19423 -1.45142 1.54528 -0.1388 0.2671 0.0709 -0.633
N 5.28366 -0.70850 3.65170 0.0016 0.0452 0.0144 0.533
O 6.13298 -0.20564 2.94912 -0.0119 0.0005 -0.0019 -0.357
O 5.43153 -1.07298 4.79670 0.0030 -0.0376 -0.0060 -0.346
H 3.04704 0.35952 -0.53695 0.0194 -0.0029 0.0054 0.207
H 4.47023 0.13328 1.29630 -0.0026 -0.0010 0.0046 0.262
H 3.22059 -1.95752 4.78597 -0.0055 -0.0077 -0.0016 0.269
H 0.94726 -2.30263 3.84099 0.0042 0.0013 -0.0025 0.252
C -1.29450 4.90560 -1.91925 0.0200 0.0019 0.0100 -0.156
C -2.46870 4.24494 -2.25964 -0.0171 0.0247 -0.0111 -0.193
C -2.56795 2.87612 -2.10604 0.0320 -0.0529 -0.0129 -0.202
C -1.47692 2.16947 -1.60169 -0.0109 0.1147 -0.0400 0.149
C -0.30581 2.82697 -1.24091 -0.0669 -0.1157 0.0283 -0.209
C -0.21475 4.19671 -1.41235 -0.0064 0.0302 -0.0046 -0.200
N -1.56339 0.75771 -1.42597 -0.1234 -0.0333 0.1662 -0.133
N -2.41227 0.16754 -2.12714 0.0583 0.1044 -0.0821 -0.087
C -2.49986 -1.18775 -1.80765 0.0410 -0.1329 0.0129 0.041
C -3.33635 -2.03472 -2.50752 -0.0047 0.0480 -0.0017 -0.163
C -3.36375 -3.37902 -2.14784 0.0137 -0.0345 0.0247 -0.136
C -2.58324 -3.86669 -1.10400 -0.0411 0.0084 -0.0311 -0.187
C -1.75682 -3.01559 -0.38073 0.0038 0.0481 0.1163 -0.190
C -1.71362 -1.67346 -0.74530 0.1157 0.0637 -0.0780 -0.082
H -1.22561 5.97815 -2.04128 0.0024 -0.0048 -0.0008 0.233
H -3.31336 4.80333 -2.63924 0.0010 -0.0083 0.0015 0.235
H -3.47857 2.35205 -2.35562 -0.0050 0.0082 0.0006 0.241
H 0.53152 2.26731 -0.85553 0.0299 0.0165 0.0174 0.215
H 0.69745 4.71328 -1.14777 0.0004 -0.0075 0.0061 0.231
H -3.94573 -1.64835 -3.31328 0.0080 -0.0048 0.0028 0.251
H -4.00740 -4.05886 -2.68970 0.0016 0.0027 -0.0017 0.242
H -2.62377 -4.91669 -0.84855 -0.0065 0.0018 0.0028 0.243
H -1.16154 -3.38251 0.44438 0.0108 -0.0030 -0.0119 0.251
F -1.36628 0.88916 1.22164 -0.2389 -0.0718 -0.0845 -0.468
```
Positions in Å, forces in eV/Å.

Summary:
**Charge**: +1
**LUMO level (spin up / spin down)**: -5.76 / -5.76 eV
**E_HOMO (spin up / spin down)**: -0.4516 / -0.4516 hartree
**E**: -37862.65509 eV